Record 1
Formula: C2H2Cl3NO3
Source: the Open Molecules 2025 dataset
Level of theory: ωB97M-V with the def2-TZVPD basis set

Each line ends with the Löwdin charge.
Positions of all 11 atoms, in Å:
1 C 0.37 0.11 0.47  -0.43
2 C 1.78 0.27 -0.18  -1.56
3 Cl 2.94 0.99 0.89  0.64
4 Cl 2.23 -1.40 -0.68  0.61
5 Cl 1.51 1.19 -1.70  0.62
6 O -0.30 -0.43 -0.61  -0.17
7 O -2.01 -0.84 0.31  0.07
8 N -2.79 -0.14 -0.39  -0.05
9 O -4.03 -0.18 -0.14  0.02
10 H 0.34 -0.65 1.26  0.12
11 H -0.04 1.09 0.77  0.12

Summary:
**E_tot**: -47298.865 eV
**Lowest unoccupied orbital energy (spin up / spin down)**: -1.83 / -3.17 eV
**Highest occupied orbital energy (spin up / spin down)**: -10.8 / -10.8 eV
**Relative energy (zero: lowest compared OMol25 entry of this formula, charge and spin)**: 3.876 eV
**Orbital gap (spin up / spin down)**: 8.992 / 7.589 eV



Record 2
Formula: C2H5ClS
Source: the Open Molecules 2025 dataset
Level of theory: ωB97M-V with the def2-TZVPD basis set

Each line ends with the Löwdin charge.
Positions of all 9 atoms, in Å:
1 C 0.18 1.56 -1.05  -0.04
2 C 0.05 -1.02 1.07  -0.96
3 S -0.58 -2.28 0.24  0.71
4 Cl 0.32 -1.32 2.85  0.40
5 H 0.76 2.23 -0.52  0.00
6 H 0.73 0.64 -1.32  0.03
7 H -0.09 2.17 -1.91  0.02
8 H -0.63 1.31 -0.54  -0.05
9 H -0.74 -3.30 1.17  -0.10

Summary:
**E_tot**: -25509.665 eV
**Lowest unoccupied orbital energy**: -0.55 eV
**Highest occupied orbital energy**: -9.5 eV
**Relative energy (zero: lowest compared OMol25 entry of this formula, charge and spin)**: 2.594 eV
**Orbital gap**: 8.951 eV



Record 3
Formula: C20H20N4O5S
Source: the Open Molecules 2025 dataset
Level of theory: ωB97M-V with the def2-TZVPD basis set

Each line ends with the Löwdin charge.
Positions of all 50 atoms, in Å:
1 O -2.21 0.64 -1.04  0.15
2 O 1.23 1.46 -0.94  0.10
3 O 1.58 2.82 -5.17  -0.32
4 O 1.22 0.67 -4.18  -0.31
5 N -1.01 3.87 1.40  0.11
6 O -0.28 -5.47 1.26  -0.06
7 C -1.43 1.40 -0.47  -0.40
8 C 0.43 2.18 -1.52  -0.48
9 C -0.37 0.65 3.00  0.03
10 C -0.88 0.24 1.74  -0.03
11 C -0.47 4.70 2.33  -0.14
12 C -0.91 2.52 1.60  -0.18
13 C -0.14 4.32 3.68  -0.07
14 C -0.23 -3.21 0.20  0.03
15 C -0.79 -3.63 2.59  0.02
16 C -0.17 2.94 4.03  -0.02
17 C -0.47 -1.86 0.38  -0.05
18 C -0.75 -2.16 2.75  -0.01
19 C -0.32 -4.12 1.36  -0.26
20 C -0.49 2.07 2.96  -0.15
21 C -0.68 -1.29 1.62  -0.17
22 N -1.07 1.39 0.85  0.13
23 N -0.87 2.38 -1.26  0.05
24 N 0.62 2.77 -2.77  -0.09
25 C 0.55 -7.49 -0.14  -0.08
26 C -0.09 -6.08 -0.05  -0.23
27 C -1.58 3.10 -2.27  -0.09
28 C -0.58 3.44 -3.32  -0.12
29 C 3.30 2.04 -3.22  -0.14
30 S 1.70 2.04 -3.92  0.72
31 H 0.11 0.01 3.79  0.13
32 H -0.50 5.74 2.18  0.08
33 H 0.35 5.06 4.38  0.11
34 H 0.05 -3.55 -0.73  0.07
35 H -1.00 -4.41 3.29  0.11
36 H 0.22 2.61 5.01  0.12
37 H -0.29 -1.17 -0.40  0.10
38 H -0.83 -1.82 3.85  0.12
39 H 0.51 -7.94 0.91  0.09
40 H -0.05 -8.14 -0.82  0.08
41 H 1.64 -7.43 -0.34  0.07
42 H -1.06 -6.12 -0.57  0.13
43 H 0.63 -5.54 -0.67  0.10
44 H -2.01 3.99 -1.72  0.15
45 H -2.46 2.57 -2.82  0.17
46 H -0.82 3.12 -4.29  0.11
47 H -0.37 4.47 -3.35  0.11
48 H 3.69 3.00 -3.17  0.04
49 H 3.30 1.71 -2.15  0.09
50 H 4.06 1.52 -3.83  0.10

Summary:
**E_tot**: -48093.429 eV
**SMILES string**: CCOc1ccc(-c2cc3cccnc3n2C(=O)N2CCN(S(C)(=O)=O)C2=O)cc1
**Lowest unoccupied orbital energy**: 0.09 eV
**Highest occupied orbital energy**: -7.7 eV
**Relative energy (zero: lowest compared OMol25 entry of this formula, charge and spin)**: 6.053 eV
**Orbital gap**: 7.772 eV



Question: Which of these has the lowest E_tot?
Answer: C20H20N4O5S